No. 1
The following is a quantum chemistry calculation of a structure of composition C4H5O3Sr in a non-equilibrium geometry, from the Open Molecules 2025 dataset.

```
! RIJCOSX wB97M-V def2-TZVPD def2/J DEFGRID3
* xyz 1 1
O -2.528 1.986 -2.186
C -2.495 2.732 -3.041
Sr -2.796 0.329 -0.338
O -0.909 -1.801 1.852
C -1.329 -0.915 1.178
O -0.503 -0.458 0.025
C 0.889 -0.747 -0.132
C 1.715 0.149 0.766
H 1.053 -1.807 0.102
H 1.124 -0.587 -1.191
H 1.681 -0.209 1.804
H 2.759 0.147 0.422
H 1.337 1.180 0.738
*
```

Output
Energy, eV: -11199.640
Frontier orbital gap, eV: 6.890
Max |F|, hartree/bohr: 0.0327

Here is what Mulliken gives for the atomic charges, in e: atom 1 (O): -0.09, atom 2 (C): 0.01, atom 3 (Sr): 1.99, atom 4 (O): -0.27, atom 5 (C): -0.41, atom 6 (O): -0.39, atom 7 (C): -0.31, atom 8 (C): -1.01, atom 9 (H): 0.28, atom 10 (H): 0.30, atom 11 (H): 0.30, atom 12 (H): 0.35, atom 13 (H): 0.26



No. 2
The following is a quantum chemistry calculation of the ion C4H5O4S with charge -1 in a non-equilibrium geometry, from the Open Molecules 2025 dataset.

```
! RIJCOSX wB97M-V def2-TZVPD def2/J DEFGRID3
* xyz -1 1
C -1.256 -0.492 -0.084
C 0.126 -1.053 -0.455
O 0.486 -1.946 -1.173
C 1.445 -0.046 0.406
O 1.039 0.359 1.631
S 2.987 -0.986 0.504
C 1.571 1.102 -0.665
O 0.709 2.026 -0.435
O 2.442 1.065 -1.542
H -2.004 -0.674 -0.956
H -0.998 0.648 -0.238
H -1.691 -0.823 0.799
H 0.844 1.284 1.740
H 3.664 -0.519 -0.537
*
```

Output
Energy, eV: -23254.839
Frontier orbital gap, eV: 7.898
SMILES: CC(=O)[C@@](O)(S)C(=O)[O-]
Max |F|, hartree/bohr: 0.1106

Here is what Mulliken gives for the atomic charges, in e: atom 1 (C): -0.94, atom 2 (C): 0.61, atom 3 (O): -0.54, atom 4 (C): 0.52, atom 5 (O): -0.54, atom 6 (S): -0.33, atom 7 (C): 0.38, atom 8 (O): -0.79, atom 9 (O): -0.72, atom 10 (H): 0.29, atom 11 (H): 0.28, atom 12 (H): 0.26, atom 13 (H): 0.36, atom 14 (H): 0.15



No. 3
The following is a quantum chemistry calculation of a structure of composition C4H5O6Tl in a non-equilibrium geometry, from the Open Molecules 2025 dataset.

```
! RIJCOSX wB97M-V def2-TZVPD def2/J DEFGRID3
* xyz 0 1
H -0.850 -0.068 -0.285
O 2.061 1.570 -0.619
C 1.570 0.569 -0.053
O 1.033 0.629 1.088
O 1.503 -0.559 -0.773
C 0.984 -1.757 -0.185
O -1.315 -0.895 0.005
C -2.313 2.831 0.459
C -0.504 -1.967 -0.419
O -1.287 3.311 0.167
O -3.335 2.476 0.858
Tl 1.174 3.243 0.884
H 1.210 -1.780 0.891
H 1.541 -2.561 -0.679
H -0.662 -2.186 -1.491
H -0.810 -2.856 0.151
*
```

Output
Energy, eV: -21208.599
Frontier orbital gap, eV: 9.625
Max |F|, hartree/bohr: 0.0310

Here is what Mulliken gives for the atomic charges, in e: atom 1 (H): 0.27, atom 2 (O): -0.78, atom 3 (C): 0.87, atom 4 (O): -0.72, atom 5 (O): -0.32, atom 6 (C): -0.45, atom 7 (O): -0.46, atom 8 (C): 0.77, atom 9 (C): -0.30, atom 10 (O): -0.44, atom 11 (O): -0.31, atom 12 (Tl): 0.73, atom 13 (H): 0.28, atom 14 (H): 0.32, atom 15 (H): 0.23, atom 16 (H): 0.32